[1]
Computed, not measured: a structure of composition C46H55LiN5O8PS2 at a distorted geometry, with ωB97M-V/def2-TZVPD.

Atoms and positions in Å:
Li -0.2496 0.1551 0.0523
C -1.3551 4.9539 1.9787
C -0.8072 3.5911 1.6436
C -1.0507 2.5690 2.7388
P -1.1472 2.7822 0.0363
C -1.1195 4.2518 -1.1306
C 0.2328 4.9606 -1.0693
C -1.5089 3.7476 -2.5239
C -2.9191 2.3636 0.0207
C -3.8533 3.3253 0.2401
C -5.2413 3.1370 -0.0496
C -6.2534 4.1742 0.3111
C -5.5649 1.9136 -0.6188
C -4.6738 0.8398 -0.7800
C -3.3494 1.0046 -0.3446
N -2.4152 0.0122 -0.3799
C -2.7861 -1.1130 -1.1563
C -3.4908 -2.1878 -0.6267
C -4.0812 -2.1983 0.7824
C -3.6606 -3.3580 -1.4044
C -3.0668 -3.5138 -2.6456
C -2.9583 -4.8687 -3.3112
C -2.4441 -2.4106 -3.1779
C -2.3306 -1.2200 -2.5038
C -1.6919 -0.0060 -3.1240
H -0.7830 5.3237 2.8614
H -2.3702 4.9549 2.3322
H -1.2849 5.5899 1.0762
H 0.3031 3.7220 1.6867
H -2.1264 2.3227 2.8015
H -0.7034 2.8757 3.7279
H -0.5457 1.6244 2.5080
H -1.8582 4.9683 -0.8145
H 1.0703 4.2576 -1.3088
H 0.3184 5.3624 -0.0816
H 0.3303 5.7992 -1.8099
H -0.8103 3.0672 -2.9771
H -1.6277 4.6830 -3.1126
H -2.4814 3.2985 -2.5194
H -3.6013 4.3056 0.6762
H -5.9517 5.1783 0.0137
H -6.4023 4.2264 1.4486
H -7.2591 3.9413 -0.0408
H -6.6158 1.5941 -0.8652
H -5.0728 -0.1225 -1.0899
H -3.4746 -2.8567 1.3635
H -5.1155 -2.6268 0.7253
H -4.2219 -1.2229 1.2566
H -4.1806 -4.1778 -0.9317
H -3.3807 -5.6403 -2.6219
H -1.9486 -5.0841 -3.6034
H -3.5010 -4.8480 -4.2640
H -1.9453 -2.5888 -4.1108
H -1.2506 -0.2318 -4.1227
H -0.8983 0.4083 -2.4901
H -2.4705 0.7701 -3.1734
O -1.3592 -0.4607 2.2620
H -0.9137 -1.3152 2.0942
H -1.9695 -0.4042 1.5298
O 0.1927 -2.6963 1.5196
C 0.7637 -2.3503 0.4432
O 0.2775 -1.6271 -0.4324
C 2.2883 -2.6866 0.2944
C 2.8662 -3.6865 1.0014
C 4.1638 -4.1472 0.7283
C 4.9092 -3.3585 -0.1616
C 4.4465 -2.2049 -0.7608
C 3.0683 -1.9307 -0.5672
N 6.2980 -3.8212 -0.3707
O 7.1102 -3.0451 -0.8963
O 6.5447 -4.9618 0.0154
H 2.2329 -4.2197 1.7626
H 4.6424 -4.9740 1.2454
H 5.0220 -1.7290 -1.5072
H 2.6085 -1.0936 -1.0630
O 4.0518 2.2206 -6.6017
S 2.6697 2.0317 -6.2573
O 1.6717 2.6340 -7.1034
N 2.4300 2.3736 -4.6967
C 2.1685 1.3555 -3.9123
S 2.0297 1.4925 -2.2099
C 2.0690 0.0624 -4.6443
C 1.6335 -1.1786 -4.1925
C 1.4454 -2.2265 -5.1161
C 1.7218 -2.0541 -6.4557
C 2.1873 -0.7984 -6.9184
C 2.2946 0.2579 -6.0113
H 1.3779 -1.3355 -3.1252
H 0.9482 -3.1485 -4.8149
H 1.4601 -2.8842 -7.1557
H 2.3984 -0.7146 -7.9481
C 3.1826 -2.5548 6.9370
C 3.1476 -2.6266 5.4212
N 2.5464 -1.4349 4.8549
C 1.1763 -1.1031 5.1300
C 0.2151 -2.3009 4.9616
C 3.3603 -0.4536 4.2980
O 4.5602 -0.4923 4.5004
C 2.8035 0.4812 3.2718
C 3.4644 1.6880 3.0160
C 3.0445 2.4284 1.9217
C 2.0501 1.9129 1.0807
N 1.3927 0.8421 1.3895
C 1.7945 0.1489 2.4580
H 3.9673 -3.2926 7.2333
H 2.2273 -2.8508 7.3425
H 3.4757 -1.5940 7.3380
H 2.5749 -3.4312 5.0482
H 4.1767 -2.6364 5.0860
H 0.9062 -0.2694 4.4557
H 1.0576 -0.7476 6.1702
H 0.2764 -2.7794 3.9703
H -0.8109 -1.9896 5.0308
H 0.3704 -3.0312 5.7513
H 4.3464 2.0257 3.6325
H 3.5071 3.3187 1.5248
H 1.8080 2.4040 0.1154
H 1.2743 -0.8157 2.5893

Atoms 1-2, force components in eV/Å:
-0.38 -0.02 -0.09
0.41 0.54 0.16

The value obtained for the total energy is -3806.93970 Ha. The value obtained for the HOMO-LUMO gap is 5.46 eV. As for the total charge: -2. For the HOMO energy, the calculation gives -2.1 eV.

[2]
Computed, not measured: a structure of composition C46H56N5Pt at a distorted geometry, with ωB97M-V/def2-TZVPD.

Atoms and positions in Å:
Pt 0.1092 0.3405 -0.1836
C -4.3826 -2.4393 1.8559
C -4.2677 -1.0044 1.3141
C -3.8598 -1.0132 -0.1572
C -3.4683 -0.1323 2.2908
C -4.2609 0.6343 3.1446
C -3.7287 1.3886 4.1739
C -2.3714 1.3007 4.4048
C -1.5253 0.5359 3.6012
C -0.0899 0.4476 4.1156
C 0.4257 -0.9894 4.2074
C 0.8753 1.3678 3.3655
C -2.0560 -0.1204 2.4634
N -1.2669 -0.7199 1.4378
C -1.0792 -1.9907 1.4647
C -0.8164 -2.9072 0.3830
C -1.1663 -4.2423 0.7092
C -1.3426 -5.2326 -0.2201
C -1.1764 -4.8915 -1.5787
C -0.7326 -3.6522 -1.9360
C -0.4121 -2.6205 -0.9767
N 0.2719 -1.5339 -1.3423
C 0.8105 -1.5576 -2.6784
C 1.9952 -2.2942 -2.9734
C 2.5336 -2.2495 -4.2597
C 1.9499 -1.5413 -5.2888
C 0.7595 -0.8992 -5.0269
C 0.1660 -0.8961 -3.7622
C -1.1589 -0.1101 -3.7749
C -2.2043 -0.4495 -2.7187
C -0.8794 1.4031 -3.7590
C 2.8929 -3.1121 -2.0349
C 3.9906 -2.1761 -1.4973
C 2.2641 -3.9442 -0.9205
H -5.0766 -3.0214 1.2398
H -4.7503 -2.4365 2.8860
H -3.4168 -2.9463 1.8374
H -5.2759 -0.5885 1.3394
H -2.9024 -1.4950 -0.3287
H -3.8113 -0.0006 -0.5568
H -4.6150 -1.5671 -0.7278
H -5.3353 0.6370 2.9851
H -4.3670 1.9962 4.8052
H -1.9356 1.8359 5.2434
H -0.1376 0.8090 5.1444
H 0.5852 -1.4184 3.2242
H -0.2813 -1.6177 4.7585
H 1.3853 -1.0072 4.7367
H 0.8947 1.1235 2.3047
H 1.8888 1.2786 3.7864
H 0.5524 2.4104 3.4534
H -1.2930 -2.5089 2.4103
H -1.3558 -4.4658 1.7554
H -1.6395 -6.2309 0.0781
H -1.3971 -5.6241 -2.3490
H -0.5763 -3.4234 -2.9814
H 3.4534 -2.7960 -4.4545
H 2.4042 -1.5075 -6.2731
H 0.2497 -0.3759 -5.8309
H -1.6026 -0.3394 -4.7468
H -1.8668 -0.1204 -1.7389
H -2.4299 -1.5201 -2.6856
H -3.1337 0.0838 -2.9559
H -0.5129 1.6913 -2.7775
H -1.7978 1.9643 -3.9749
H -0.1238 1.6747 -4.5020
H 3.3853 -3.8362 -2.6865
H 3.5371 -1.2744 -1.0894
H 4.6678 -1.8738 -2.3024
H 4.5778 -2.6620 -0.7075
H 1.8147 -3.3269 -0.1544
H 3.0458 -4.5515 -0.4520
H 1.4949 -4.6173 -1.3021
C -2.5394 2.5534 -0.4342
C -1.2198 3.2359 -0.0726
C -0.9446 4.3660 -1.0697
C -1.3622 3.8502 1.3341
C -0.0546 2.2703 -0.0801
H -3.3997 3.2004 -0.2012
H -2.6302 1.6300 0.1342
H -2.5645 2.3030 -1.5013
H -1.8027 5.0491 -1.1163
H -0.7665 3.9637 -2.0714
H -0.0616 4.9440 -0.7710
H -2.1273 4.6389 1.3345
H -0.4139 4.2893 1.6664
H -1.6634 3.0820 2.0528
H 0.8847 2.8499 -0.0264
N 8.9891 3.1756 6.0397
C 8.1737 2.6735 5.4116
C 7.1466 2.0412 4.6206
C 7.1224 0.6600 4.4730
C 6.1324 0.0514 3.7246
C 5.1474 0.8173 3.1177
C 5.1706 2.1990 3.2571
C 6.1647 2.8052 4.0024
N 4.1207 0.2032 2.3878
C 3.5461 -1.0326 2.6495
C 2.5463 -1.1601 1.7409
N 2.4939 -0.0568 0.9120
C 3.4303 0.7343 1.3239
H 7.8956 0.0677 4.9448
H 6.1311 -1.0230 3.5961
H 4.3876 2.7924 2.8008
H 6.1764 3.8804 4.1242
H 3.8595 -1.6603 3.4701
H 1.8467 -1.9728 1.6334
H 3.6661 1.6950 0.8836

Atoms 1-2, force components in eV/Å:
-1.14 1.69 -0.20
-0.02 0.06 0.00

The value obtained for the total energy is -2179.50217 Ha. For the energy above the lowest of the compared OMol25 structures with the same formula, charge and spin, the calculation gives 0.938 eV. The value obtained for the HOMO-LUMO gap (spin up / spin down) is 4.58 / 4.68 eV. As for the total charge: -1. For the HOMO energy (spin up / spin down), the calculation gives -2.8 / -2.9 eV.

[3]
Computed, not measured: a structure of composition C46H57N6O4RuS4Si at a distorted geometry, with ωB97M-V/def2-TZVPD.

Atoms and positions in Å:
Ru 0.9095 1.2833 -0.5466
S 0.5182 0.4025 5.1409
C 0.2134 0.7025 6.7953
C 0.5008 1.9853 7.1334
C 0.9755 2.7424 6.0292
C 1.0425 2.0223 4.8730
C 1.4809 2.4880 3.5524
C 1.2362 1.7182 2.4013
N 1.5953 2.0996 1.1816
C 2.1941 3.3134 1.0374
C 2.5327 4.1194 2.1218
C 3.2500 5.3443 1.8639
C 3.5887 5.7074 0.6096
C 3.2128 4.9008 -0.5252
C 3.5502 5.1943 -1.8527
C 3.1550 4.3548 -2.8786
C 2.3457 3.2550 -2.5334
N 2.0072 2.9607 -1.2943
C 2.4727 3.7454 -0.2942
C 3.5457 4.5782 -4.2715
C 4.4021 5.5241 -4.7586
C 4.5854 5.4404 -6.1622
C 3.8685 4.4287 -6.7184
S 2.9660 3.5738 -5.5493
C 2.1594 3.6824 3.3948
H -0.1439 -0.0890 7.4330
H 0.3831 2.3800 8.1308
H 1.2470 3.7846 6.1066
H 0.7676 0.7453 2.4720
H 3.5263 5.9640 2.7064
H 4.1494 6.6160 0.4357
H 4.1367 6.0784 -2.0647
H 1.9493 2.6051 -3.3061
H 4.8933 6.2665 -4.1475
H 5.2208 6.1023 -6.7290
H 3.8138 4.1445 -7.7557
H 2.4163 4.2835 4.2573
C -3.2967 -5.7903 2.0603
C -1.9651 -5.0707 2.0388
C -1.2153 -5.1991 3.3452
C -1.1116 -5.4558 0.8474
O -2.2738 -3.6040 1.9282
Si -2.9973 -2.7064 0.8727
S -0.3968 -0.4402 -0.0964
O -3.1512 -3.2132 -0.6065
C -4.0614 -2.8048 -1.7234
C -5.4812 -2.9763 -1.2227
C -3.7538 -1.3655 -2.0874
C -3.7317 -3.7613 -2.8478
O -3.5301 -1.2873 1.2554
C -3.9615 -0.6307 2.5253
C -5.2587 -1.2928 2.9391
C -2.8672 -0.8057 3.5527
C -4.1475 0.8213 2.1410
H -3.1340 -6.8606 2.1818
H -3.8379 -5.6452 1.1219
H -3.9110 -5.4469 2.8922
H -0.9634 -6.2449 3.5159
H -1.8260 -4.8554 4.1788
H -0.2909 -4.6222 3.3208
H -0.8389 -6.5075 0.9268
H -0.1912 -4.8673 0.8322
H -1.6482 -5.3154 -0.0913
H -5.7207 -2.2405 -0.4522
H -5.6300 -3.9804 -0.8251
H -6.1826 -2.8390 -2.0449
H -3.8761 -0.7074 -1.2266
H -4.4418 -1.0453 -2.8701
H -2.7348 -1.2645 -2.4638
H -3.9817 -4.7858 -2.5756
H -2.6707 -3.7129 -3.0970
H -4.3047 -3.4940 -3.7349
H -5.1065 -2.3545 3.1467
H -6.0208 -1.1835 2.1677
H -5.6323 -0.8314 3.8522
H -2.6843 -1.8595 3.7651
H -3.1696 -0.3226 4.4814
H -1.9423 -0.3428 3.2132
H -4.9218 0.9243 1.3802
H -3.2087 1.2335 1.7670
H -4.4493 1.3954 3.0163
N 6.5842 -1.5127 -3.6911
C 6.4949 -0.5849 -2.7254
S 7.7357 0.3617 -2.2475
C 5.1319 -0.3989 -2.1244
C 3.9601 -0.6076 -2.8456
C 2.7460 -0.2709 -2.2756
N 2.6345 0.2358 -1.0418
C 3.7615 0.3691 -0.3186
C 5.0069 0.0720 -0.8213
H 7.4790 -1.6603 -4.1317
H 5.8485 -2.1681 -3.8898
H 3.9741 -0.9603 -3.8672
H 1.8224 -0.3786 -2.8370
H 3.6404 0.7613 0.6821
H 5.8935 0.2356 -0.2242
C -4.0143 2.7646 -1.4646
N -2.5569 2.6004 -1.4365
C -1.8833 2.2810 -2.6860
C -1.9003 2.8027 -0.3135
O -0.6747 2.6993 -0.1384
H -4.3422 2.7595 -2.5002
H -4.3024 3.7163 -1.0221
H -4.5082 1.9502 -0.9365
H -2.3179 1.3823 -3.1230
H -0.8232 2.1219 -2.4980
H -1.9957 3.1093 -3.3863
H -2.5302 3.1355 0.5197
C 1.9980 -4.2419 -0.7359
C 1.0115 -3.8831 -1.6451
C 0.2910 -2.7290 -1.4309
N 0.5301 -1.9646 -0.3497
C 1.4689 -2.3021 0.5467
C 2.2270 -3.4397 0.3720
H 2.5783 -5.1425 -0.8863
H 0.8003 -4.4891 -2.5143
H -0.4827 -2.3827 -2.0973
H 1.5847 -1.6410 1.3933
H 2.9818 -3.6895 1.1031

Atoms 1-2, force components in eV/Å:
0.90 1.19 -0.29
0.00 -0.11 -0.03

The value obtained for the total energy is -4393.09974 Ha. The value obtained for the HOMO-LUMO gap is 6.51 eV. As for the total charge: +3. For the HOMO energy, the calculation gives -14.0 eV.

[4]
Computed, not measured: a structure of composition C46H58F5N9O6P2ReTe at a distorted geometry, with ωB97M-V/def2-TZVPD.

Atoms and positions in Å:
Re 0.2911 0.1758 1.1993
N 2.4811 0.3885 1.6812
C 3.2113 0.7775 0.4718
C 2.3022 0.5134 -0.7812
O 2.7975 0.1590 -1.8274
O 1.0893 0.7717 -0.5458
H 2.7535 0.9753 2.4715
H 2.7312 -0.5760 1.9165
H 4.1499 0.2367 0.3440
H 3.4158 1.8523 0.4792
O 1.3833 -1.8426 0.4148
P 1.3231 -3.2460 -0.0701
N 0.4516 -3.3574 -1.4741
C -0.0977 -4.5484 -2.0978
C -0.7705 -4.0090 -3.3554
C 0.1731 -2.8877 -3.7841
C 0.5856 -2.2745 -2.4490
N 0.6613 -4.1967 1.1045
C 0.9854 -3.8343 2.4892
C 0.3319 -4.9387 3.3069
C 0.5566 -6.1676 2.4244
C 0.3150 -5.6161 1.0182
N 2.8829 -3.8008 -0.4288
C 3.6262 -4.7652 0.3660
C 4.1677 -5.7495 -0.6636
C 4.5660 -4.7943 -1.7872
C 3.4297 -3.7689 -1.7837
H -0.7959 -5.0404 -1.4221
H 0.6865 -5.2664 -2.3730
H -1.7424 -3.5906 -3.0974
H -0.9046 -4.7701 -4.1195
H -0.3153 -2.1527 -4.4209
H 1.0336 -3.2931 -4.3226
H -0.0935 -1.4669 -2.1638
H 1.5947 -1.8558 -2.4607
H 0.6015 -2.8357 2.7046
H 2.0705 -3.8250 2.6619
H -0.7358 -4.7448 3.4182
H 0.7815 -5.0363 4.2918
H -0.1226 -6.9839 2.6586
H 1.5807 -6.5304 2.5344
H -0.7468 -5.7014 0.7662
H 0.8978 -6.1362 0.2542
H 3.0091 -5.2259 1.1334
H 4.4657 -4.2564 0.8565
H 3.3747 -6.4255 -0.9946
H 5.0006 -6.3403 -0.2880
H 4.6642 -5.2836 -2.7542
H 5.5113 -4.3113 -1.5380
H 2.6646 -4.0553 -2.5102
H 3.7722 -2.7609 -2.0335
C 1.6186 3.8633 -1.4371
C 0.1503 3.7809 -1.6303
N -0.7052 3.1905 -0.8175
C -1.9445 3.3345 -1.3703
C -1.8371 4.0333 -2.5309
N -0.5028 4.3099 -2.6923
C 0.0552 5.0034 -3.8339
N -0.4609 4.4559 -5.0456
N -1.4680 5.0424 -5.7079
N -1.7764 4.3721 -6.7199
C -0.9887 3.2641 -6.8088
C -0.9236 2.2209 -7.7300
C 0.0056 1.2363 -7.4884
C 0.8578 1.2732 -6.3751
C 0.8182 2.2999 -5.4570
C -0.1147 3.2995 -5.6924
H 1.8479 3.6991 -0.3829
H 2.0053 4.8390 -1.7263
H 2.1227 3.0899 -2.0200
H -2.8113 2.9223 -0.8957
H -2.5646 4.3702 -3.2395
H 1.1441 4.8995 -3.8182
H -0.2200 6.0660 -3.8086
H -1.5723 2.2014 -8.5897
H 0.0867 0.4116 -8.1790
H 1.5730 0.4759 -6.2456
H 1.4841 2.3219 -4.6094
C -3.0069 -2.6901 -0.1438
O -1.9384 -1.8352 -0.5371
P -1.6777 -0.3356 -0.0360
O -1.3809 0.3917 -1.4090
C -2.2351 0.3043 -2.5503
O -3.1481 0.1955 0.3168
C -3.6414 0.4249 1.6302
H -3.3135 -3.2391 -1.0359
H -3.8516 -2.1112 0.2280
H -2.6671 -3.3871 0.6208
H -2.4576 -0.7355 -2.7874
H -1.6863 0.7625 -3.3739
H -3.1667 0.8414 -2.3738
H -4.2794 1.3068 1.5823
H -2.8136 0.6038 2.3191
H -4.2284 -0.4317 1.9657
F 1.2142 0.9578 4.1098
C 0.1973 0.0762 4.2939
C -0.3732 -0.4481 3.1305
C -1.3977 -1.3608 3.4010
F -2.0142 -1.9244 2.3350
C -1.8386 -1.7070 4.6716
F -2.8244 -2.5900 4.8181
C -1.2524 -1.1101 5.7878
F -1.6967 -1.3655 7.0083
C -0.2078 -0.2077 5.5893
F 0.3780 0.3936 6.6206
Te 0.1059 2.8219 1.6584
C 0.6795 3.9200 3.4829
C 0.5249 3.7138 4.8418
C 0.6821 4.7799 5.7182
C 0.9704 6.0500 5.2508
C 1.1141 6.2651 3.8915
C 0.9782 5.2019 3.0183
C -1.8584 3.3362 2.3023
C -2.3269 2.7738 3.4853
C -3.5575 3.1596 3.9899
C -4.3167 4.1054 3.3189
C -3.8339 4.6836 2.1579
C -2.5985 4.3099 1.6526
H 0.2975 2.7484 5.2594
H 0.5646 4.6073 6.7761
H 1.0852 6.8704 5.9414
H 1.3267 7.2510 3.5070
H 1.0955 5.3664 1.9494
H -1.7228 2.0469 4.0168
H -3.9236 2.7354 4.9122
H -5.2778 4.4015 3.7106
H -4.4177 5.4339 1.6484
H -2.2114 4.7769 0.7605

Atoms 1-2, force components in eV/Å:
1.78 -1.16 0.00
-0.22 -0.20 0.51

The value obtained for the total energy is -4259.79348 Ha. For the energy above the lowest of the compared OMol25 structures with the same formula, charge and spin, the calculation gives 2.416 eV. The value obtained for the HOMO-LUMO gap (spin up / spin down) is 4.53 / 5.00 eV. As for the total charge: +2. Its spin multiplicity is 2. For the HOMO energy (spin up / spin down), the calculation gives -12.7 / -12.7 eV.